Entry 1:
Molecular formula: C40H75NO12
Method: DFT, ωB97M-V/def2-TZVPD

Structure (ORCA input):
```
! wB97M-V def2-TZVPD RIJCOSX def2/J DEFGRID3
* xyz 0 1
N 2.90 0.88 -3.34
C 1.98 0.19 -4.32
C 1.04 0.71 -5.35
C 0.90 2.37 -5.55
C -0.05 2.86 -4.27
C -1.65 2.58 -4.53
C -2.21 1.18 -3.88
O -3.70 1.22 -4.05
C 0.24 -0.49 -6.13
O -0.91 -0.37 -6.84
O 1.03 -1.70 -5.81
C 1.69 -1.44 -4.52
O 2.04 -2.25 -3.51
H 2.36 1.58 -2.77
H 3.70 1.38 -3.82
H 0.38 2.62 -6.60
H 1.94 2.91 -5.45
H 0.19 3.99 -4.07
H 0.32 2.22 -3.34
H -2.23 3.46 -3.96
H -1.94 2.64 -5.66
H -1.87 0.21 -4.43
H -2.01 1.05 -2.74
H -3.81 1.20 -5.07
C -5.89 -0.88 -1.91
C -7.12 -1.19 -1.10
C -6.93 -0.32 0.12
O -6.20 0.84 -0.30
C -5.70 0.60 -1.62
H -5.99 -1.10 -2.97
H -5.04 -1.44 -1.52
H -8.02 -0.88 -1.65
H -7.22 -2.25 -0.85
H -6.34 -0.83 0.89
H -7.88 -0.01 0.57
H -6.28 1.21 -2.32
H -4.65 0.90 -1.68
C -2.23 -1.77 2.20
C -2.99 -2.30 1.01
C -3.86 -3.37 1.64
O -4.13 -2.95 2.99
C -3.27 -1.84 3.30
H -1.84 -0.76 2.05
H -1.39 -2.43 2.43
H -3.63 -1.50 0.59
H -2.35 -2.68 0.21
H -3.33 -4.33 1.69
H -4.80 -3.52 1.10
H -3.89 -0.94 3.33
H -2.82 -1.99 4.29
C 1.30 1.57 2.94
C 1.32 0.59 1.80
C 0.46 1.29 0.77
O 0.63 2.70 0.97
C 1.31 2.90 2.21
H 2.14 1.46 3.63
H 0.37 1.46 3.51
H 2.34 0.48 1.42
H 0.94 -0.40 2.06
H -0.60 1.06 0.91
H 0.74 1.03 -0.26
H 2.33 3.22 1.99
H 0.81 3.69 2.78
C 6.40 -3.42 -6.94
C 5.17 -3.74 -6.13
C 5.35 -2.86 -4.91
O 6.09 -1.70 -5.34
C 6.59 -1.94 -6.66
H 6.29 -3.64 -8.00
H 7.25 -3.99 -6.55
H 4.27 -3.42 -6.68
H 5.06 -4.80 -5.89
H 5.95 -3.37 -4.14
H 4.40 -2.55 -4.46
H 6.01 -1.33 -7.35
H 7.64 -1.64 -6.71
C -3.46 -4.75 6.30
C -4.77 -4.02 6.29
C -5.08 -3.90 7.77
O -3.82 -3.83 8.45
C -2.78 -4.17 7.52
H -2.87 -4.62 5.38
H -3.63 -5.83 6.44
H -4.64 -3.02 5.85
H -5.56 -4.54 5.73
H -5.61 -4.78 8.13
H -5.67 -3.01 8.00
H -2.24 -3.26 7.27
H -2.09 -4.88 7.99
C -0.49 7.70 0.45
C -1.54 6.62 0.42
C -0.93 5.56 1.31
O -0.12 6.24 2.28
C 0.01 7.61 1.88
H -0.87 8.69 0.19
H 0.32 7.45 -0.25
H -2.47 6.99 0.86
H -1.76 6.25 -0.59
H -0.27 4.89 0.74
H -1.68 4.95 1.82
H -0.59 8.22 2.55
H 1.06 7.92 1.97
C 10.77 -1.14 -6.28
C 11.84 -1.19 -7.34
C 11.20 -0.41 -8.47
O 10.34 0.56 -7.87
C 10.20 0.25 -6.47
H 11.15 -1.30 -5.26
H 10.00 -1.89 -6.48
H 12.74 -0.67 -6.99
H 12.12 -2.21 -7.63
H 10.58 -1.06 -9.10
H 11.94 0.09 -9.10
H 10.76 1.00 -5.91
H 9.15 0.32 -6.18
C -3.50 -0.26 11.88
C -3.48 -1.24 10.73
C -4.34 -0.54 9.70
O -4.17 0.87 9.90
C -3.49 1.07 11.15
H -2.66 -0.37 12.57
H -4.43 -0.37 12.44
H -2.46 -1.36 10.36
H -3.86 -2.23 11.00
H -5.40 -0.77 9.84
H -4.06 -0.81 8.68
H -2.47 1.39 10.92
H -3.99 1.86 11.72
*
```

Its SMILES is NC1=C(CCCCO)C(=O)OC1=O.C1CCOC1.C1CCOC1.C1CCOC1.C1CCOC1.C1CCOC1.C1CCOC1.C1CCOC1.C1CCOC1. For the energy above the lowest of the compared OMol25 structures with the same formula, charge and spin, the calculation gives 631.7 kJ/mol. Its highest occupied orbital energy is -9.19 eV.

***

Entry 2:
Molecular formula: C40H76ClF5NO18PS8
Method: DFT, ωB97M-V/def2-TZVPD

Structure (ORCA input):
```
! wB97M-V def2-TZVPD RIJCOSX def2/J DEFGRID3
* xyz 0 1
C -6.65 -4.10 -2.40
C -6.35 -5.12 -1.29
C -4.89 -5.60 -1.29
Cl -4.51 -6.12 -2.96
N -3.94 -4.55 -0.84
C -2.75 -4.40 -1.68
O -1.83 -5.16 -1.65
O -2.82 -3.36 -2.51
P -2.72 -1.79 -1.80
C -1.93 -0.78 -3.07
C -4.42 -1.14 -1.53
C -3.60 -4.69 0.55
F -2.56 -3.88 0.79
F -3.21 -5.94 0.91
C -4.73 -4.21 1.52
F -4.17 -3.70 2.62
F -5.53 -5.20 1.89
F -5.44 -3.23 0.99
H -6.98 -4.63 -3.29
H -5.76 -3.53 -2.66
H -7.45 -3.42 -2.08
H -6.96 -6.02 -1.48
H -6.64 -4.75 -0.31
H -4.83 -6.51 -0.71
H -2.66 -0.40 -3.79
H -1.22 -1.42 -3.59
H -1.40 0.04 -2.60
H -4.41 -0.56 -0.61
H -5.15 -1.94 -1.47
H -4.69 -0.45 -2.34
C -3.09 3.94 0.59
C -1.93 4.34 -0.32
C -1.40 3.06 -0.99
S -2.80 1.94 -1.08
O -2.53 0.80 -0.24
O -3.21 1.79 -2.45
C -3.97 3.01 -0.24
H -3.65 4.81 0.94
H -2.71 3.41 1.47
H -2.29 5.03 -1.09
H -1.13 4.84 0.23
H -1.04 3.23 -2.00
H -0.63 2.57 -0.40
H -4.65 2.40 0.36
H -4.52 3.55 -1.00
C 3.96 0.37 -2.40
C 3.68 -0.52 -1.17
C 2.16 -0.69 -1.06
S 1.52 -0.54 -2.73
O 0.71 0.64 -2.80
O 1.04 -1.83 -3.18
C 3.09 -0.20 -3.52
H 5.01 0.37 -2.67
H 3.66 1.40 -2.18
H 4.16 -1.49 -1.32
H 4.10 -0.09 -0.26
H 1.89 -1.67 -0.66
H 1.71 0.09 -0.45
H 2.94 0.49 -4.34
H 3.49 -1.15 -3.88
C 3.04 2.37 3.63
C 1.67 2.12 4.26
C 0.61 2.50 3.21
S 1.38 2.25 1.61
O 1.50 3.52 0.94
O 0.75 1.13 0.95
C 2.98 1.76 2.24
H 3.84 1.93 4.22
H 3.23 3.45 3.56
H 1.57 1.06 4.51
H 1.53 2.69 5.18
H -0.28 1.88 3.27
H 0.33 3.55 3.28
H 3.76 2.13 1.56
H 3.00 0.67 2.28
C -2.48 -6.48 -7.87
C -2.83 -7.58 -6.86
C -4.35 -7.72 -6.84
S -4.93 -7.22 -8.47
O -5.72 -6.02 -8.34
O -5.43 -8.37 -9.18
C -3.32 -6.78 -9.11
H -1.42 -6.46 -8.10
H -2.76 -5.50 -7.47
H -2.38 -8.52 -7.17
H -2.44 -7.35 -5.87
H -4.67 -8.74 -6.65
H -4.81 -7.05 -6.11
H -3.42 -5.94 -9.79
H -2.93 -7.65 -9.65
C 1.98 5.12 -6.03
C 1.21 5.91 -4.97
C 0.85 4.93 -3.84
S 2.12 3.66 -3.86
O 1.51 2.41 -4.21
O 2.95 3.77 -2.68
C 3.02 4.30 -5.28
H 2.45 5.78 -6.76
H 1.30 4.46 -6.57
H 1.85 6.71 -4.58
H 0.32 6.38 -5.38
H 0.85 5.41 -2.86
H -0.10 4.45 -4.02
H 3.42 3.47 -5.85
H 3.83 4.92 -4.90
C -8.37 5.77 2.25
C -8.16 7.29 2.22
C -6.74 7.58 2.71
S -5.77 6.12 2.30
O -5.33 5.49 3.52
O -4.84 6.45 1.25
C -7.12 5.17 1.62
H -9.27 5.47 1.72
H -8.45 5.43 3.29
H -8.28 7.65 1.19
H -8.90 7.81 2.83
H -6.30 8.44 2.22
H -6.70 7.71 3.79
H -6.97 4.12 1.85
H -7.11 5.32 0.54
C 3.85 -0.93 8.14
C 4.89 -2.03 7.89
C 5.64 -1.67 6.60
S 5.58 0.12 6.48
O 4.80 0.48 5.31
O 6.90 0.68 6.68
C 4.59 0.39 7.94
H 3.42 -1.00 9.14
H 3.04 -1.02 7.42
H 5.60 -2.07 8.73
H 4.43 -3.01 7.81
H 6.68 -1.99 6.62
H 5.16 -2.08 5.72
H 3.92 1.24 7.77
H 5.27 0.60 8.76
C 11.01 0.03 5.14
C 11.27 -0.95 3.98
C 11.05 -2.37 4.52
S 9.86 -2.21 5.86
O 10.49 -2.58 7.10
O 8.60 -2.81 5.46
C 9.71 -0.43 5.79
H 10.94 1.06 4.79
H 11.83 -0.03 5.86
H 10.57 -0.75 3.17
H 12.28 -0.84 3.58
H 10.65 -3.04 3.77
H 11.96 -2.79 4.94
H 9.56 -0.04 6.79
H 8.85 -0.20 5.16
*
```

Its SMILES is CC[C@@H](Cl)N(C(=O)OP(C)C)C(F)(F)C(F)(F)F.O=S1(=O)CCCC1.O=S1(=O)CCCC1.O=S1(=O)CCCC1.O=S1(=O)CCCC1.O=S1(=O)CCCC1.O=S1(=O)CCCC1.O=S1(=O)CCCC1.O=S1(=O)CCCC1. Its highest occupied orbital energy is -7.00 eV.

***

Frontier orbital gap, respectively: 7.6, 7.4 eV.